[1]
This record from the Open Molecules 2025 dataset describes C69H115F3N17O9SV as an isolated structure in a non-equilibrium geometry. The level of theory is ωB97M-V/def2-TZVPD.

Results
HOMO energy (spin up / spin down) = -7.481 / -7.481 eV
Gap between HOMO and LUMO (spin up / spin down) = 5.631 / 6.596 eV
Net charge = 0
Energy = -5947.54867 Eh
Multiplicity = 3

Geometry (Å):
V: -4.8477 -0.3093 0.6306
N: -5.7259 -2.8411 0.7426
O: -5.1838 -2.3517 -0.2395
O: -6.1518 -4.0207 0.8369
O: -5.9334 -1.9758 1.5705
N: -4.6562 1.2994 2.8344
O: -3.9139 1.1099 1.9271
O: -4.4271 1.8113 3.8753
O: -5.6826 0.6836 2.5421
C: -0.5922 -0.0439 0.3465
F: -0.7924 0.7406 1.3950
F: -0.1548 0.6332 -0.7284
F: 0.3980 -0.9143 0.6491
S: -2.2190 -0.9361 -0.0957
O: -1.9443 -1.9394 -1.0900
O: -2.9472 -1.4222 1.0563
O: -3.2148 0.0160 -0.6046
N: -4.0982 -5.6860 -1.0807
C: -4.4254 -6.8986 -1.5825
C: -3.3779 -7.4550 -2.2045
C: -2.2239 -6.6497 -2.0056
C: -2.7660 -5.5406 -1.3683
H: -4.7544 -5.1217 -0.5600
H: -5.4008 -7.3445 -1.4557
H: -3.5069 -8.3963 -2.7180
H: -1.2070 -6.8681 -2.2968
H: -2.2726 -4.6807 -0.9399
N: -3.3610 -4.0136 -4.0741
C: -2.9167 -3.0660 -4.9101
C: -4.0276 -2.8242 -5.7851
C: -5.1007 -3.7451 -5.4781
C: -4.6140 -4.5080 -4.4373
H: -2.7553 -4.3474 -3.3380
H: -1.9930 -2.5667 -4.6575
H: -4.1137 -2.1062 -6.5873
H: -6.1074 -3.8034 -5.8649
H: -5.0218 -5.3841 -3.9551
N: -0.2665 -5.3601 2.0953
C: 0.1669 -4.7281 0.9665
C: 1.4029 -4.0500 1.2111
C: 1.7728 -4.3867 2.5273
C: 0.7940 -5.2122 2.9984
H: -1.1005 -5.9212 2.1942
H: -0.4506 -4.8027 0.0836
H: 2.0145 -3.4819 0.5258
H: 2.6540 -4.0151 3.0291
H: 0.6337 -5.6536 3.9710
N: -1.8219 4.0388 0.9194
C: -1.5007 4.0583 -0.4252
C: -2.3212 5.0266 -0.9482
C: -3.1503 5.5188 0.0516
C: -2.9231 4.8640 1.1978
H: -1.2823 3.5387 1.6112
H: -0.6672 3.4883 -0.8083
H: -2.1871 5.4008 -1.9524
H: -3.8424 6.3476 0.0329
H: -3.3320 4.9783 2.1908
N: 1.7933 2.0492 -5.7477
C: 2.5468 1.9592 -6.8755
C: 1.9132 0.9366 -7.6519
C: 0.7186 0.5499 -7.0178
C: 0.6557 1.3170 -5.8251
H: 2.0153 2.6365 -4.9567
H: 3.4366 2.5575 -7.0047
H: 2.2371 0.6248 -8.6339
H: 0.0016 -0.0773 -7.5268
H: -0.0298 1.2523 -4.9931
N: 3.8473 -1.0313 4.6261
C: 3.0986 -0.9109 3.5083
C: 2.0539 -0.0454 3.7573
C: 2.1879 0.4117 5.0550
C: 3.3059 -0.1806 5.6060
H: 4.6787 -1.6047 4.6155
H: 3.4184 -1.3895 2.5945
H: 1.3340 0.1687 2.9812
H: 1.6157 1.2407 5.4446
H: 3.8146 -0.1173 6.5566
N: -3.8774 2.4010 -4.6992
C: -3.0282 2.8833 -3.7727
C: -2.3017 1.7635 -3.3230
C: -2.6613 0.6701 -4.0770
C: -3.6570 1.0924 -4.8865
H: -4.4650 3.0116 -5.2487
H: -3.0961 3.9288 -3.5108
H: -1.5057 1.7008 -2.5958
H: -2.2516 -0.3263 -4.0010
H: -4.3019 0.5039 -5.5223
N: -4.3353 -1.2884 5.1569
C: -4.4793 -2.6104 4.9899
C: -3.3157 -3.1797 4.4327
C: -2.4503 -2.1112 4.2482
C: -3.0886 -0.9927 4.7139
H: -5.0676 -0.7003 5.5283
H: -5.4394 -3.0384 5.2375
H: -3.1419 -4.2156 4.1814
H: -1.4716 -2.1871 3.7979
H: -2.7138 0.0179 4.7808
N: 2.4390 4.8773 -3.7531
C: 1.3531 4.3045 -3.1698
C: 1.7798 3.0728 -2.8047
C: 3.1439 2.9400 -3.0306
C: 3.5892 4.1103 -3.6442
H: 2.5118 5.8333 -4.0705
H: 0.4018 4.8066 -3.0727
H: 1.2422 2.3876 -2.1660
H: 3.7692 2.0887 -2.8056
H: 4.5133 4.5742 -3.9560
N: 5.5138 1.2924 -0.5794
C: 5.4564 1.9462 0.6189
C: 4.3067 1.5830 1.3113
C: 3.6173 0.6991 0.4941
C: 4.3717 0.5500 -0.7071
H: 6.2781 1.3646 -1.2357
H: 6.2400 2.6124 0.9484
H: 3.9954 1.9791 2.2665
H: 2.6939 0.2144 0.7750
H: 4.1149 -0.0033 -1.5983
N: -1.8702 3.2427 4.2037
C: -1.7793 4.5543 4.6330
C: -0.4588 4.9720 4.5609
C: 0.2996 3.8807 4.0998
C: -0.5759 2.8406 3.9756
H: -2.6984 2.6670 4.2564
H: -2.6510 5.0918 4.9759
H: -0.0453 5.9356 4.8196
H: 1.3717 3.7712 4.0291
H: -0.3263 1.8263 3.7013
C: 0.3722 -4.5416 -3.9384
C: 1.7299 -3.8660 -4.4182
N: 2.4665 -3.2926 -3.2753
C: 1.7565 -2.3063 -2.4434
C: 1.1271 -1.1337 -3.2867
C: 2.9782 -4.3742 -2.4380
C: 4.2269 -3.9583 -1.6490
H: -0.2737 -4.7825 -4.7827
H: -0.1591 -3.8121 -3.3270
H: 0.5711 -5.4034 -3.3013
H: 2.2870 -4.5644 -5.0425
H: 1.6303 -2.9773 -5.0415
H: 1.0004 -2.7797 -1.8171
H: 2.5314 -1.8792 -1.8068
H: 1.9278 -0.5036 -3.6737
H: 0.6464 -1.4361 -4.2171
H: 0.5032 -0.4582 -2.7015
H: 3.1616 -5.2834 -3.0107
H: 2.2213 -4.7256 -1.7369
H: 5.0529 -3.5594 -2.2378
H: 4.5366 -4.8740 -1.1453
H: 3.9825 -3.3013 -0.8142
C: 7.1839 -1.0319 5.4219
C: 7.2001 -2.2538 4.5525
N: 5.9116 -2.9838 4.4882
C: 5.9974 -4.0415 3.4937
C: 5.6959 -3.4547 2.0890
C: 5.5942 -3.6352 5.7795
C: 4.2025 -4.3458 5.8978
H: 8.1949 -0.6776 5.6232
H: 6.8518 -1.2785 6.4304
H: 6.6177 -0.1536 5.1120
H: 7.4297 -2.0181 3.5133
H: 7.9692 -2.9658 4.8517
H: 6.9429 -4.5730 3.3854
H: 5.3903 -4.9272 3.6807
H: 4.6862 -3.0658 1.9574
H: 6.3935 -2.6783 1.7750
H: 5.9309 -4.2096 1.3387
H: 5.6626 -2.9297 6.6076
H: 6.3828 -4.3640 5.9669
H: 3.8886 -4.4637 6.9349
H: 4.3300 -5.3073 5.4005
H: 3.4420 -3.8156 5.3246
C: 3.8142 8.5474 2.5740
C: 3.0402 7.2528 2.1480
N: 3.8890 6.3380 1.3043
C: 3.2409 4.9955 1.4385
C: 1.8021 4.9016 0.8502
C: 4.0400 6.8681 -0.0863
C: 4.8972 5.8936 -0.8796
H: 4.1662 9.1160 1.7132
H: 4.7215 8.2416 3.0949
H: 3.1791 9.1055 3.2619
H: 2.7595 6.8282 3.1118
H: 2.0499 7.4379 1.7319
H: 3.9689 4.3106 1.0037
H: 3.1715 4.7654 2.5016
H: 1.6030 3.8339 0.7587
H: 1.0615 5.4032 1.4730
H: 1.7226 5.2183 -0.1898
H: 4.4865 7.8599 -0.0156
H: 3.1166 7.1370 -0.5993
H: 4.3626 4.9846 -1.1555
H: 5.7767 5.6362 -0.2894
H: 5.0430 6.4226 -1.8214
C: -5.2581 2.8869 -0.5956
C: -6.4788 1.9720 -0.3804
N: -6.2812 0.4963 -0.7457
C: -7.6008 -0.1531 -0.8219
C: -8.4995 -0.1331 0.4180
C: -5.8791 0.5679 -2.1890
C: -5.6905 -0.8265 -2.9068
H: -4.2751 2.5464 -0.2702
H: -5.4691 3.8330 -0.0971
H: -5.2125 3.1265 -1.6580
H: -6.7702 1.9630 0.6698
H: -7.2926 2.4474 -0.9280
H: -8.2350 0.1742 -1.6458
H: -7.5805 -1.2373 -0.9322
H: -9.0900 0.7700 0.5720
H: -9.2530 -0.9182 0.4826
H: -7.8545 -0.2126 1.2930
H: -4.9087 1.0547 -2.2866
H: -6.5804 1.1281 -2.8074
H: -6.4292 -1.5891 -2.6599
H: -4.6757 -1.2188 -2.8407
H: -5.9247 -0.6549 -3.9574

---

[2]
This record from the Open Molecules 2025 dataset describes a 14-piece molecular cluster, C69H115N9O15 overall in a non-equilibrium geometry. The level of theory is ωB97M-V/def2-TZVPD.

Results
HOMO energy = -7.952 eV
Energy above the lowest of the compared OMol25 structures with the same formula, charge and spin = 1.351 eV
Gap between HOMO and LUMO = 8.394 eV
Net charge = 0
Energy = -4319.39489 Eh
Multiplicity = 1

Geometry (Å):
C: 2.4926 -13.3793 19.8171
C: 2.9243 -13.8810 18.3567
N: 4.1844 -13.3824 17.8927
C: 5.2547 -13.4422 18.8155
C: 6.5143 -13.6404 18.1825
C: 4.1818 -12.0223 17.3287
C: 3.3640 -12.0099 16.0320
H: 3.0093 -13.8419 20.6535
H: 1.4716 -13.4639 19.9722
H: 2.6496 -12.3428 19.8460
H: 2.9873 -15.0073 18.3154
H: 2.0930 -13.4598 17.7588
H: 5.2168 -12.6251 19.5698
H: 5.0572 -14.3343 19.4173
H: 6.7804 -12.9861 17.3857
H: 7.3111 -13.4906 18.9808
H: 6.6579 -14.6821 17.9201
H: 5.1860 -11.7510 17.0557
H: 3.8363 -11.3242 18.1434
H: 3.6376 -11.1898 15.3545
H: 2.3089 -11.9845 16.2684
H: 3.5443 -12.8730 15.3494
C: 11.5520 -9.8340 19.2840
C: 11.8234 -10.7315 20.5046
N: 10.6777 -11.2265 21.3302
C: 9.9251 -12.2416 20.6196
C: 8.8961 -13.0564 21.3252
C: 9.8025 -10.0936 21.6737
C: 10.4489 -9.0925 22.6253
H: 10.7174 -10.1305 18.5952
H: 12.4518 -9.7534 18.6750
H: 11.2814 -8.8897 19.7241
H: 12.2714 -11.7471 20.2240
H: 12.5685 -10.3736 21.1566
H: 9.3784 -11.8708 19.7742
H: 10.6839 -12.8326 20.1357
H: 9.2969 -13.5578 22.2611
H: 8.0506 -12.4634 21.6620
H: 8.5312 -13.8341 20.6536
H: 8.9026 -10.5354 22.1785
H: 9.4149 -9.5339 20.7592
H: 9.7141 -8.2560 22.7640
H: 11.3107 -8.6286 22.2195
H: 10.7827 -9.5468 23.5305
C: 10.5466 -18.6885 12.0675
C: 11.0959 -17.3583 12.4237
N: 12.3398 -17.3891 13.2485
C: 12.0595 -17.7253 14.6341
C: 13.2364 -18.3906 15.3452
C: 13.1886 -16.1685 13.0718
C: 13.8044 -16.1422 11.6715
H: 9.6622 -18.9650 12.7338
H: 11.3719 -19.4694 11.9854
H: 10.1639 -18.6870 11.0996
H: 11.3056 -16.8731 11.5042
H: 10.3478 -16.7740 12.8946
H: 11.7131 -16.8403 15.1541
H: 11.1623 -18.3328 14.6874
H: 12.8817 -19.0031 16.1456
H: 13.8958 -18.9810 14.7008
H: 13.8381 -17.6073 15.8819
H: 13.9016 -16.2821 13.9081
H: 12.6441 -15.2710 13.3655
H: 13.1003 -16.4366 10.9150
H: 14.5406 -16.9515 11.6789
H: 14.2784 -15.2001 11.4006
C: 17.7329 -16.0902 16.2239
C: 17.0662 -15.1591 17.2237
N: 17.5204 -15.2685 18.5650
C: 16.7912 -14.3237 19.4894
C: 17.1879 -12.8211 19.2794
C: 17.6526 -16.6408 19.0333
C: 16.3446 -17.5349 19.0359
H: 17.6023 -17.0973 16.5539
H: 18.8092 -15.9909 16.0668
H: 17.1397 -15.9684 15.2700
H: 17.2324 -14.1379 16.8989
H: 16.0107 -15.4226 17.0307
H: 15.7431 -14.4732 19.3824
H: 17.1463 -14.5890 20.5350
H: 16.9755 -12.4915 18.2724
H: 16.6050 -12.2224 19.9781
H: 18.2501 -12.6954 19.4541
H: 18.0934 -16.5843 20.0303
H: 18.3055 -17.2088 18.3758
H: 16.0462 -17.7089 18.0043
H: 15.5014 -17.1450 19.5666
H: 16.4628 -18.5229 19.5262
C: 10.6169 -11.8354 13.7285
C: 10.5813 -13.0733 14.5569
C: 10.6313 -12.9869 16.0398
O: 10.2315 -14.3564 16.3886
C: 9.3859 -14.7873 15.4275
O: 8.6812 -15.7179 15.4502
O: 9.3613 -13.8277 14.4184
H: 9.8522 -11.0841 13.8511
H: 10.6266 -12.0444 12.6582
H: 11.6059 -11.3780 13.8769
H: 11.4121 -13.7275 14.2248
H: 9.9253 -12.2998 16.5082
H: 11.5586 -12.9709 16.4933
C: 9.9299 -23.0922 18.4134
C: 10.7759 -21.9909 17.7298
C: 11.8743 -21.4499 18.6556
O: 13.0317 -21.2865 17.8328
C: 12.8683 -21.8964 16.6551
O: 13.6734 -22.0229 15.8072
O: 11.5900 -22.4379 16.6555
H: 10.4256 -23.6047 19.3216
H: 9.5883 -23.8791 17.7324
H: 9.0022 -22.7168 18.8329
H: 10.2494 -21.1446 17.3838
H: 12.1467 -22.2434 19.3486
H: 11.6411 -20.4449 19.0397
C: 6.2304 -17.9113 19.4084
C: 5.1881 -19.0916 19.2242
C: 5.8636 -20.3991 19.6077
O: 5.5461 -20.5857 20.9847
C: 4.5575 -19.7203 21.3280
O: 4.0981 -19.6325 22.4201
O: 4.1512 -18.9458 20.3294
H: 6.7837 -18.0879 20.3631
H: 5.7473 -16.9000 19.4016
H: 6.9284 -17.9642 18.5498
H: 4.7070 -19.0668 18.2250
H: 6.9587 -20.3321 19.4337
H: 5.5937 -21.2475 19.0832
C: 5.7222 -16.0282 15.3427
C: 6.1809 -17.4517 15.2408
C: 6.9673 -17.7228 14.0179
O: 7.9154 -18.6614 14.4447
C: 7.9637 -18.7387 15.7382
O: 8.7033 -19.3911 16.4165
O: 7.0796 -17.8078 16.2838
H: 4.8819 -15.9956 15.9519
H: 5.4501 -15.5573 14.3210
H: 6.5833 -15.5290 15.7658
H: 5.3843 -18.1270 15.3927
H: 7.5216 -16.8366 13.8134
H: 6.4970 -18.1230 13.2076
C: 10.5390 -18.0937 19.1259
C: 10.7880 -16.8912 18.3026
C: 10.5245 -15.7215 19.2034
O: 11.6191 -14.7854 18.8575
C: 12.5081 -15.4372 18.0700
O: 13.5187 -14.8534 17.6977
O: 12.1435 -16.7284 17.8877
H: 9.5356 -17.9272 19.5688
H: 11.1645 -18.2024 20.0111
H: 10.4839 -19.0733 18.6442
H: 10.1165 -16.9386 17.3936
H: 10.4503 -15.8662 20.3117
H: 9.5993 -15.2162 18.8423
N: 13.8881 -19.3446 22.2633
C: 14.8063 -20.0028 22.9556
C: 15.9124 -19.3602 23.4861
C: 16.2316 -18.0689 23.0399
C: 15.3336 -17.4278 22.2713
C: 14.1299 -18.0826 21.9936
H: 14.5882 -21.0091 23.2314
H: 16.6083 -19.9243 24.0402
H: 17.1360 -17.4526 23.3535
H: 15.5505 -16.4352 21.9313
H: 13.4153 -17.4414 21.5395
N: 12.2938 -15.2118 22.0131
C: 12.1443 -15.6385 23.2278
C: 12.9630 -15.3689 24.3105
C: 13.9985 -14.4867 24.0484
C: 14.2576 -14.0776 22.7505
C: 13.3364 -14.4360 21.7763
H: 11.2604 -16.2418 23.3259
H: 12.6680 -15.8269 25.2663
H: 14.6185 -14.1883 24.8968
H: 15.0831 -13.3864 22.5076
H: 13.5247 -14.1495 20.6915
N: 14.2894 -10.3112 16.6350
C: 14.5416 -11.5628 17.0511
C: 14.5379 -12.6162 16.1306
C: 14.4084 -12.3671 14.7838
C: 14.1912 -11.0718 14.2940
C: 14.1719 -10.0529 15.3554
H: 14.8545 -11.6480 18.1178
H: 14.9554 -13.6259 16.2875
H: 14.6675 -13.1845 14.0519
H: 14.2226 -10.7383 13.2555
H: 13.9015 -8.9624 15.2006
N: 8.3591 -16.4787 22.0445
C: 8.5623 -17.6623 22.6438
C: 7.6963 -18.2947 23.5113
C: 6.4473 -17.7220 23.6775
C: 6.2210 -16.4900 23.1113
C: 7.2043 -15.8898 22.3192
H: 9.4642 -18.1814 22.4030
H: 7.9754 -19.2855 23.9287
H: 5.6651 -18.2216 24.2396
H: 5.2222 -15.9550 23.0404
H: 6.9908 -14.9594 21.8702
N: 9.4720 -21.0195 21.5288
C: 10.7021 -21.1239 21.8816
C: 11.0588 -21.5113 23.1911
C: 10.1028 -22.0073 24.1044
C: 8.7820 -22.0053 23.6965
C: 8.5403 -21.5261 22.3660
H: 11.4241 -20.5490 21.3244
H: 12.1450 -21.4246 23.4810
H: 10.4292 -22.3354 25.0444
H: 7.9254 -22.2953 24.2833
H: 7.5255 -21.3351 21.9959

---

- Which of these has the highest energy?
  C69H115N9O15